Molecular formula: C31H48GaN2O6P2
Method: DFT, ωB97M-V/def2-TZVPD

The geometry in XYZ format:
```
90
C31H48GaN2O6P2, DFT ωB97M-V/def2-TZVPD
Ga 0.617 -0.121 -0.071
C -2.087 1.683 -0.244
C -2.559 0.793 -1.237
C -2.300 -0.391 0.712
C -2.018 0.979 0.985
C -2.685 -0.489 -0.646
C -1.951 3.131 -0.398
H -1.555 3.369 -1.386
H -1.282 3.545 0.355
H -2.928 3.622 -0.291
C -1.928 1.576 2.320
H -1.735 2.653 2.271
H -1.124 1.079 2.875
H -2.864 1.436 2.887
C -2.409 -1.486 1.677
H -3.456 -1.672 1.958
H -1.848 -1.270 2.586
H -2.009 -2.408 1.245
C -3.310 -1.666 -1.257
H -4.403 -1.643 -1.158
H -2.968 -2.578 -0.767
H -3.057 -1.693 -2.315
C -3.111 1.223 -2.534
H -4.099 1.697 -2.419
H -3.248 0.370 -3.204
H -2.444 1.953 -3.003
C 1.429 0.547 -3.718
C 0.416 1.397 -3.870
C -0.191 1.653 -5.237
C -1.063 0.524 -5.881
C -1.190 -0.750 -5.083
C -0.146 -1.595 -4.962
C 1.182 -1.278 -5.613
C 2.030 -0.167 -4.915
H 0.604 1.877 -5.972
H -0.678 0.339 -6.901
H -0.848 2.536 -5.161
H 2.272 0.568 -5.705
H 1.949 0.410 -2.755
H 0.048 2.025 -3.043
H 2.970 -0.647 -4.599
H 1.795 -2.193 -5.584
H -0.207 -2.559 -4.451
H 1.060 -0.996 -6.677
H -2.076 0.941 -5.986
H -2.184 -0.942 -4.667
P 1.695 1.993 0.223
C 1.297 2.753 1.821
H 2.125 3.395 2.152
H 1.137 1.976 2.576
H 0.392 3.368 1.754
C 3.369 1.347 0.439
H 4.022 2.118 0.866
H 3.769 1.027 -0.529
H 3.346 0.484 1.123
C 1.839 3.421 -0.870
H 2.264 3.125 -1.838
H 2.490 4.191 -0.422
H 0.846 3.863 -1.041
P 0.917 -2.420 -0.568
C -0.320 -3.596 -1.166
H 0.127 -4.504 -1.600
H -0.966 -3.120 -1.909
H -0.953 -3.922 -0.324
C 2.493 -2.567 -1.434
H 2.365 -2.635 -2.521
H 3.039 -3.456 -1.089
H 3.096 -1.675 -1.210
C 1.295 -3.181 1.038
H 1.557 -4.239 0.904
H 0.409 -3.114 1.685
H 2.130 -2.664 1.528
O 2.452 -0.724 2.556
C 1.243 -0.545 2.843
O 0.287 -0.420 1.951
C 0.842 -0.522 4.299
C -0.473 -0.420 4.801
C -0.666 -0.308 6.194
C 0.395 -0.326 7.093
C 1.681 -0.464 6.578
C 1.923 -0.570 5.197
N 2.825 -0.501 7.459
O 2.675 -0.398 8.692
O 3.952 -0.638 6.938
N -2.011 -0.100 6.700
O -2.984 -0.054 5.921
O -2.153 0.014 7.935
H -1.329 -0.441 4.129
H 0.216 -0.234 8.156
H 2.935 -0.696 4.806
```

The HOMO-LUMO gap (alpha / beta) comes out at 4.26 / 4.26 eV. Its total charge is +1. The spin multiplicity is 1. The calculation puts the energy at -119130.69854 eV. The relative energy (zero: lowest compared OMol25 entry of this formula, charge and spin) comes out at 0.0 kcal/mol.

---

Molecular formula: CH3NO2S
Method: DFT, ωB97M-V/def2-TZVPD

The geometry in XYZ format:
```
8
CH3NO2S, DFT ωB97M-V/def2-TZVPD
C 0.292 1.432 -0.739
N -0.225 -2.343 -0.074
O -0.346 1.401 0.216
O 1.153 -0.610 -1.430
S 0.200 -1.852 -1.674
H 0.633 0.107 -1.274
H 0.437 -2.478 0.607
H -1.117 -2.818 -0.036
```

The HOMO-LUMO gap comes out at 8.52 eV. Its total charge is 0. The spin multiplicity is 1. The calculation puts the energy at -17503.32492 eV. The relative energy (zero: lowest compared OMol25 entry of this formula, charge and spin) comes out at 49.5 kcal/mol.

---

Molecular formula: CH4N3O
Method: DFT, ωB97M-V/def2-TZVPD

The geometry in XYZ format:
```
9
CH4N3O, DFT ωB97M-V/def2-TZVPD
C -0.747 -0.005 0.048
N 0.610 -0.160 -0.501
N 1.740 -0.199 0.588
N 2.925 -0.149 0.143
O 1.361 -0.199 1.799
H -0.969 0.180 1.122
H -1.234 -1.038 0.140
H -1.193 0.752 -0.624
H 2.871 -0.029 -0.891
```

The HOMO-LUMO gap (alpha / beta) comes out at 7.27 / 7.27 eV. Its total charge is -1. As for the SMILES: C[N-][N+]([NH-])=O. The spin multiplicity is 1. The calculation puts the energy at -7616.02459 eV. The relative energy (zero: lowest compared OMol25 entry of this formula, charge and spin) comes out at 14.4 kcal/mol.

---

Copy entry 1 word for word.
Molecular formula: C31H48GaN2O6P2
Method: DFT, ωB97M-V/def2-TZVPD

The geometry in XYZ format:
```
90
C31H48GaN2O6P2, DFT ωB97M-V/def2-TZVPD
Ga 0.617 -0.121 -0.071
C -2.087 1.683 -0.244
C -2.559 0.793 -1.237
C -2.300 -0.391 0.712
C -2.018 0.979 0.985
C -2.685 -0.489 -0.646
C -1.951 3.131 -0.398
H -1.555 3.369 -1.386
H -1.282 3.545 0.355
H -2.928 3.622 -0.291
C -1.928 1.576 2.320
H -1.735 2.653 2.271
H -1.124 1.079 2.875
H -2.864 1.436 2.887
C -2.409 -1.486 1.677
H -3.456 -1.672 1.958
H -1.848 -1.270 2.586
H -2.009 -2.408 1.245
C -3.310 -1.666 -1.257
H -4.403 -1.643 -1.158
H -2.968 -2.578 -0.767
H -3.057 -1.693 -2.315
C -3.111 1.223 -2.534
H -4.099 1.697 -2.419
H -3.248 0.370 -3.204
H -2.444 1.953 -3.003
C 1.429 0.547 -3.718
C 0.416 1.397 -3.870
C -0.191 1.653 -5.237
C -1.063 0.524 -5.881
C -1.190 -0.750 -5.083
C -0.146 -1.595 -4.962
C 1.182 -1.278 -5.613
C 2.030 -0.167 -4.915
H 0.604 1.877 -5.972
H -0.678 0.339 -6.901
H -0.848 2.536 -5.161
H 2.272 0.568 -5.705
H 1.949 0.410 -2.755
H 0.048 2.025 -3.043
H 2.970 -0.647 -4.599
H 1.795 -2.193 -5.584
H -0.207 -2.559 -4.451
H 1.060 -0.996 -6.677
H -2.076 0.941 -5.986
H -2.184 -0.942 -4.667
P 1.695 1.993 0.223
C 1.297 2.753 1.821
H 2.125 3.395 2.152
H 1.137 1.976 2.576
H 0.392 3.368 1.754
C 3.369 1.347 0.439
H 4.022 2.118 0.866
H 3.769 1.027 -0.529
H 3.346 0.484 1.123
C 1.839 3.421 -0.870
H 2.264 3.125 -1.838
H 2.490 4.191 -0.422
H 0.846 3.863 -1.041
P 0.917 -2.420 -0.568
C -0.320 -3.596 -1.166
H 0.127 -4.504 -1.600
H -0.966 -3.120 -1.909
H -0.953 -3.922 -0.324
C 2.493 -2.567 -1.434
H 2.365 -2.635 -2.521
H 3.039 -3.456 -1.089
H 3.096 -1.675 -1.210
C 1.295 -3.181 1.038
H 1.557 -4.239 0.904
H 0.409 -3.114 1.685
H 2.130 -2.664 1.528
O 2.452 -0.724 2.556
C 1.243 -0.545 2.843
O 0.287 -0.420 1.951
C 0.842 -0.522 4.299
C -0.473 -0.420 4.801
C -0.666 -0.308 6.194
C 0.395 -0.326 7.093
C 1.681 -0.464 6.578
C 1.923 -0.570 5.197
N 2.825 -0.501 7.459
O 2.675 -0.398 8.692
O 3.952 -0.638 6.938
N -2.011 -0.100 6.700
O -2.984 -0.054 5.921
O -2.153 0.014 7.935
H -1.329 -0.441 4.129
H 0.216 -0.234 8.156
H 2.935 -0.696 4.806
```

The HOMO-LUMO gap (alpha / beta) comes out at 4.26 / 4.26 eV. Its total charge is +1. The spin multiplicity is 1. The calculation puts the energy at -119130.69854 eV. The relative energy (zero: lowest compared OMol25 entry of this formula, charge and spin) comes out at 0.0 kcal/mol.

---

> spin multiplicity of number 2 (CH3NO2S)?

1

---

> What is the spin multiplicity in the second record?

1

---

> Look up the spin multiplicity of the third one.

1